Entry from the Open Molecules 2025 dataset: a 5-piece molecular cluster, C23H45N4O8 overall (the ωB97M-V functional and the def2-TZVPD basis).

Output
charge	+1
2S+1	1
HOMO-LUMO gap	0.2960	Ha
HOMO energy	-11.2	eV

Each line ends with the Löwdin charge.
Cartesian coordinates (Å):
N  2.513619  -1.388907  -0.885326  0.126
C  2.382707  0.059757  -1.027096  -0.496
O  3.238584  0.754131  -1.513726  0.106
C  1.004668  0.689057  -0.543944  -0.077
C  0.006184  0.626092  -1.781763  -0.075
N  -1.280461  -0.046452  -1.507717  0.047
C  -2.229760  0.159571  -0.545692  -0.121
C  -1.976133  1.297243  0.514287  -0.080
O  -3.214072  1.825084  1.005716  -0.140
O  -3.134433  1.688986  2.388006  -0.022
N  -3.329417  -0.681961  -0.653063  0.212
C  -3.097175  -1.502367  -1.806543  -0.180
N  -4.008192  -2.470702  -2.290470  0.134
C  -1.808094  -1.107350  -2.325495  -0.181
O  -1.143371  -1.634819  -3.433848  0.044
H  1.691281  -1.706221  -0.351100  0.079
H  2.353908  -1.761259  -1.831713  0.094
H  0.612823  0.232370  0.402200  0.112
H  1.235399  1.778110  -0.340017  0.132
H  -0.158876  1.684117  -2.142975  0.156
H  0.507647  0.038934  -2.600585  0.136
H  -1.381070  2.095254  -0.031847  0.147
H  -1.326608  0.860016  1.331521  0.146
H  -2.395429  2.250486  2.713445  0.126
H  -4.163536  -0.686627  -0.055981  0.192
H  -4.567628  -2.880876  -1.540167  0.110
H  -3.563158  -3.178266  -2.874941  0.111
H  -0.577551  -2.373727  -3.120079  0.135
C  1.112765  -1.149320  -7.278010  -0.173
C  -0.160365  -1.512832  -6.539068  -0.188
C  -0.592415  -2.777032  -7.260042  -0.203
O  0.602379  -3.421050  -7.715712  -0.133
C  1.704760  -2.516093  -7.571197  -0.201
H  1.785231  -0.507522  -6.707474  0.113
H  0.866118  -0.639585  -8.213745  0.119
H  0.069127  -1.738748  -5.494571  0.082
H  -0.919613  -0.729954  -6.559542  0.117
H  -1.204821  -2.544804  -8.137350  0.121
H  -1.152988  -3.457996  -6.615287  0.113
H  2.321873  -2.868669  -6.737125  0.115
H  2.309447  -2.526452  -8.479213  0.121
C  -5.613665  6.303831  0.484885  -0.173
C  -4.839368  5.004118  0.383811  -0.188
C  -5.948542  3.971702  0.463877  -0.218
O  -7.114471  4.569660  -0.110853  -0.135
C  -6.880040  5.974220  -0.284483  -0.199
H  -5.081760  7.165373  0.080452  0.116
H  -5.855308  6.511573  1.531387  0.118
H  -4.341449  4.942986  -0.589271  0.114
H  -4.084625  4.879335  1.161659  0.106
H  -6.179884  3.717084  1.503931  0.120
H  -5.705501  3.052169  -0.073832  0.105
H  -6.754507  6.164062  -1.355763  0.118
H  -7.745220  6.537133  0.069084  0.120
C  5.226635  0.662032  2.605013  -0.160
C  4.176214  0.173795  3.585631  -0.174
C  3.055255  1.174430  3.371184  -0.198
O  3.130761  1.594917  1.999938  -0.159
C  4.374996  1.137774  1.443784  -0.203
H  5.948522  -0.102672  2.317691  0.119
H  5.774707  1.504846  3.036757  0.119
H  3.841801  -0.827666  3.302644  0.104
H  4.521909  0.137384  4.617902  0.116
H  3.186472  2.060210  4.001304  0.119
H  2.068875  0.748382  3.570906  0.110
H  4.152849  0.318717  0.755769  0.089
H  4.845449  1.946110  0.881760  0.125
C  3.360977  -4.667900  5.772143  -0.175
C  3.206853  -3.986988  7.117667  -0.173
C  3.664969  -2.573626  6.808509  -0.199
O  3.335605  -2.322333  5.434147  -0.164
C  2.966516  -3.560050  4.812612  -0.212
H  2.750677  -5.564614  5.660708  0.115
H  4.407444  -4.944549  5.613841  0.118
H  2.153256  -3.982453  7.412672  0.116
H  3.781963  -4.455792  7.916310  0.117
H  4.749926  -2.474367  6.917505  0.120
H  3.182146  -1.827977  7.442990  0.118
H  1.882696  -3.543778  4.649214  0.114
H  3.463510  -3.646689  3.843764  0.114

Cartesian forces, eV/Å:
N -1.603 1.245 -0.543
C -0.267 0.144 0.496
O -0.972 -0.858 0.155
C 0.723 0.759 -0.247
C 1.019 0.524 0.272
N -3.217 -1.991 -0.006
C 0.602 1.220 0.645
C 0.221 -0.818 -1.439
O 1.701 -0.324 -0.887
O -0.248 -0.173 1.911
N 2.768 0.211 -2.163
C 2.092 0.704 -0.397
N 0.934 0.977 1.032
C -1.896 -0.951 0.629
O -0.458 0.354 1.982
H 0.596 -0.003 -0.137
H 0.792 -0.145 0.366
H 0.374 0.196 -0.973
H -0.271 -1.313 -0.035
H -0.105 -1.317 0.245
H -0.869 0.654 0.653
H -0.722 -0.757 0.701
H -0.962 0.596 -0.732
H -0.585 0.078 -0.534
H 0.643 0.284 -0.304
H 0.214 0.024 -0.486
H -0.213 0.323 0.205
H -0.390 0.440 -0.363
C 0.052 0.231 -0.268
C -0.041 0.024 0.241
C -0.052 -0.136 -0.303
O -0.045 0.295 0.179
C 0.129 -0.246 0.082
H -0.003 -0.042 -0.039
H 0.046 -0.007 0.056
H -0.010 0.035 -0.070
H 0.010 -0.052 0.014
H -0.093 0.028 0.081
H 0.049 -0.072 -0.076
H 0.088 0.063 -0.029
H -0.063 -0.101 0.022
C -0.053 0.228 0.273
C 0.296 -0.099 -0.205
C -0.295 -0.111 0.168
O 0.310 0.094 0.076
C -0.131 -0.019 -0.281
H -0.048 -0.041 0.002
H 0.017 0.022 -0.060
H 0.004 -0.005 0.043
H -0.053 -0.008 -0.009
H 0.111 -0.072 0.016
H -0.103 0.010 -0.018
H -0.007 0.098 0.024
H -0.023 -0.120 -0.024
C 0.191 0.279 0.114
C -0.077 -0.269 -0.031
C 0.002 0.257 0.114
O -0.030 -0.183 0.006
C 0.033 -0.085 -0.195
H -0.058 0.035 -0.015
H 0.014 -0.052 -0.054
H 0.022 0.035 0.130
H -0.079 -0.048 -0.057
H -0.040 -0.050 0.065
H -0.007 0.045 -0.059
H 0.225 -0.018 0.040
H -0.155 0.009 -0.024
C 0.261 -0.229 -0.141
C -0.274 -0.002 0.235
C 0.242 0.185 0.012
O -0.071 -0.299 0.098
C -0.188 0.189 -0.079
H 0.020 0.053 -0.010
H -0.067 -0.013 -0.023
H 0.061 0.000 0.030
H -0.013 0.046 -0.045
H -0.015 -0.008 0.089
H 0.012 0.037 -0.114
H -0.009 -0.096 -0.049
H 0.010 0.104 0.023